# 1
{
  "formula": "F2FeH28O16P",
  "method": "ωB97M-V/def2-TZVPD",
  "elements": ["Fe", "O", "P", "O", "F", "F", "O", "H", "H", "O", "H", "H", "O", "H", "H", "O", "H", "H", "O", "H", "H", "O", "H", "H", "O", "H", "H", "O", "H", "H", "O", "H", "H", "O", "H", "H", "O", "H", "H", "O", "H", "H", "O", "H", "H", "O", "H", "H"],
  "xyz": [[0.4560, -1.0918, 2.1221], [0.3081, -0.2710, 0.5452], [-0.9760, 0.6062, -0.0794], [-0.8231, -0.1533, 1.2095], [-0.5543, -0.2502, -1.3530], [0.2112, 1.6527, -0.2369], [-3.5863, -0.4869, -1.0208], [-3.5673, -0.1200, -1.9266], [-4.3438, -0.0351, -0.6213], [-0.9814, -2.5921, 2.6483], [-1.6917, -2.1874, 2.1525], [-1.1427, -3.4966, 2.8744], [1.9697, 0.4597, 2.4223], [2.8322, 0.4315, 2.8241], [1.7031, 1.3705, 2.2383], [-3.4789, -1.2674, 2.5177], [-3.6632, -0.4740, 2.0470], [-4.2846, -1.7675, 2.4118], [-0.6771, -3.4302, -2.5840], [-1.0406, -3.0969, -1.7649], [-0.0077, -4.0128, -2.3746], [0.6054, -0.7301, -3.7755], [0.4722, -0.9948, -2.8525], [1.1563, 0.0193, -3.8211], [-0.1827, -0.2129, 3.9148], [0.1358, 0.7102, 4.0725], [-1.0757, -0.1768, 4.2897], [1.7587, 3.6449, -0.9425], [1.2902, 3.0258, -0.3827], [2.6765, 3.3643, -1.0922], [0.8531, 3.1841, 2.2830], [-0.0262, 3.4024, 2.0735], [1.2697, 4.0555, 2.1234], [1.2635, -2.6284, 0.9336], [1.2237, -2.4976, -0.0146], [1.0503, -3.5786, 1.0815], [2.7160, -0.0062, -0.4359], [3.1842, -0.7473, 0.0181], [1.7537, -0.0238, -0.1981], [-2.0314, 2.6381, -2.0099], [-2.4568, 3.5286, -2.0929], [-1.2180, 2.5840, -2.5106], [1.9045, -2.1471, -1.6128], [2.2426, -1.2312, -1.5987], [2.1771, -2.4564, -2.4770], [0.4620, 2.5571, -3.0790], [1.1498, 2.2600, -3.6923], [0.9835, 2.6693, -2.2537]],
  "lowdin_charge": [0.88, -0.39, 0.89, -0.20, -0.09, -0.13, -0.04, 0.08, 0.06, -0.01, 0.03, 0.10, -0.01, 0.11, 0.04, -0.01, 0.03, 0.08, 0.01, 0.02, 0.00, -0.02, -0.02, 0.00, -0.03, 0.12, 0.11, -0.03, -0.01, 0.09, -0.02, 0.03, 0.10, -0.03, 0.02, 0.13, -0.04, 0.09, 0.01, -0.05, 0.10, -0.02, -0.06, 0.02, 0.09, -0.06, 0.07, 0.00],
  "multiplicity": 6,
  "orbital_gap_ev": [9.70, 4.86],
  "e_lumo_ev": [-6.2, -11.0],
  "total_charge": 2
}


# 2
{
  "formula": "F2H24O14P",
  "method": "ωB97M-V/def2-TZVPD",
  "elements": ["O", "P", "O", "F", "F", "O", "H", "H", "O", "H", "H", "O", "H", "H", "O", "H", "H", "O", "H", "H", "O", "H", "H", "O", "H", "H", "O", "H", "H", "O", "H", "H", "O", "H", "H", "O", "H", "H", "O", "H", "H"],
  "xyz": [[11.9707, -0.8639, 4.6136], [13.3445, -0.9993, 5.2634], [13.5113, -0.8226, 6.7234], [14.3261, 0.1082, 4.6411], [13.9901, -2.4284, 4.8665], [14.8062, -0.1706, 8.4482], [15.7215, -0.3668, 8.2482], [14.3163, -0.5326, 7.7098], [16.3970, -3.1004, 3.7395], [15.5077, -3.0234, 4.0852], [16.6889, -2.1960, 3.6248], [9.9156, -1.3600, 4.5432], [10.7585, -1.1258, 4.9318], [9.2922, -1.2977, 5.2669], [11.1768, 1.0663, 5.6313], [11.4594, 0.3289, 5.0905], [11.3315, 0.7775, 6.5307], [15.1872, 1.0592, 6.3612], [14.3978, 1.1204, 6.8991], [14.8877, 0.6719, 5.5387], [14.9939, -1.2624, 2.3374], [15.2074, -1.3008, 3.2697], [15.0001, -0.3284, 2.1280], [13.6891, 2.0305, 4.1630], [14.0582, 1.1490, 4.2180], [12.7736, 1.8927, 3.9200], [11.7538, 0.3794, 7.5908], [12.1412, -0.4958, 7.5810], [11.2658, 0.4167, 8.4134], [13.8359, -2.1305, 8.2887], [13.5194, -1.5010, 7.6408], [14.6842, -2.4172, 7.9504], [13.0904, -4.2196, 4.7081], [13.4074, -3.3178, 4.7568], [13.0374, -4.4050, 3.7705], [12.4816, -0.1880, 2.6707], [13.2065, 0.4358, 2.7102], [12.4232, -0.5445, 3.5571], [16.1950, -0.9832, 3.9607], [16.1675, -0.9068, 4.9145], [16.7514, -0.2575, 3.6778]],
  "lowdin_charge": [-0.18, 0.77, -0.21, -0.06, 0.03, -0.08, 0.05, -0.12, -0.05, 0.00, -0.07, -0.04, -0.11, 0.03, -0.06, -0.09, -0.18, -0.03, 0.04, -0.14, -0.05, -0.15, 0.04, -0.02, -0.17, 0.03, 0.08, 0.06, 0.12, -0.06, -0.22, 0.05, -0.03, -0.25, 0.04, -0.03, 0.00, -0.20, -0.01, 0.12, 0.16],
  "orbital_gap_ev": 8.27,
  "e_lumo_ev": 2.1,
  "total_charge": -1
}


# 3
{
  "formula": "F2H2N2O2S",
  "method": "ωB97M-V/def2-TZVPD",
  "elements": ["N", "N", "O", "O", "F", "F", "S", "H", "H"],
  "xyz": [[-0.5232, -1.0057, -0.4747], [1.3011, 1.3985, 0.2991], [-1.0477, 2.1172, -0.8257], [-1.2374, -2.1877, -0.0808], [1.6424, 1.2709, 1.6799], [1.7882, 0.2275, -0.1470], [-0.5473, 1.4061, 0.2973], [-0.6668, -2.3678, 0.6913], [-0.7093, -0.8591, -1.4394]],
  "lowdin_charge": [-0.04, -0.26, -0.51, -0.08, -0.11, -0.08, 0.96, 0.09, 0.03],
  "orbital_gap_ev": [8.35, 8.88],
  "e_lumo_ev": [-0.7, -1.3]
}


# 4
{
  "formula": "F2H4SSi2",
  "method": "ωB97M-V/def2-TZVPD",
  "elements": ["F", "Si", "F", "H", "H", "Si", "S", "H", "H"],
  "xyz": [[0.6524, -0.9551, -0.4034], [1.0971, 0.2133, -1.4600], [0.9674, -0.5208, -2.8352], [2.3898, 0.7918, -1.2904], [0.0812, 1.1851, -1.5992], [-1.3296, -0.3201, 1.8429], [-1.1275, 1.5998, 1.4561], [-0.1066, -1.0098, 2.2224], [-2.6242, -0.9842, 2.0668]],
  "lowdin_charge": [-0.25, 0.44, -0.17, -0.04, -0.05, 0.22, 0.07, -0.11, -0.12],
  "orbital_gap_ev": 8.45,
  "e_lumo_ev": -0.8,
  "smiles": "F[SiH2]F.[SiH2]=S"
}


# 5
{
  "formula": "F2HNS",
  "method": "ωB97M-V/def2-TZVPD",
  "elements": ["N", "F", "F", "S", "H"],
  "xyz": [[0.4261, 0.6399, 0.0007], [0.8013, -1.0308, -1.2703], [-1.1721, -0.1302, 1.6878], [-0.9204, 0.7848, 0.2811], [0.8650, -0.2637, -0.6993]],
  "lowdin_charge": [-0.28, -0.15, -0.37, 1.00, -0.20],
  "multiplicity": 3,
  "orbital_gap_ev": [9.30, 7.65],
  "e_lumo_ev": [0.0, -5.0]
}